Record 1
Below is 10 unconnected molecules or ions with the total composition CH22O9S2 in a non-equilibrium geometry, with properties calculated with ωB97M-V with the def2-TZVPD basis set.

Last column: natural (NBO) charge in e.
CARTESIAN COORDINATES (ANGSTROEM)
C1 1.93 -1.45 -2.81  -0.764
S1 1.41 -3.16 -2.65  0.119
S2 1.83 -3.72 -0.70  -0.168
H1 2.92 -1.32 -2.73  0.208
H2 1.61 -0.64 -2.16  0.245
H3 1.54 -1.18 -3.91  0.220
H4 1.28 -2.88 0.18  0.130
O1 1.49 0.87 -0.68  -0.953
H5 0.52 0.70 -0.76  0.467
H6 1.66 0.29 0.04  0.495
O2 -2.70 1.18 -0.29  -1.011
H7 -3.51 1.43 -0.60  0.470
H8 -2.10 2.01 -0.44  0.514
O3 0.09 -1.24 3.31  -0.980
H9 -0.51 -0.55 3.05  0.466
H10 -0.35 -2.06 3.15  0.500
O4 -1.17 3.35 -0.46  -0.943
H11 -0.25 3.28 -0.50  0.496
H12 -1.17 4.17 0.06  0.495
O5 1.28 3.06 -2.51  -0.944
H13 1.79 2.39 -2.08  0.493
H14 0.58 2.73 -2.87  0.451
O6 2.79 -0.63 1.75  -0.956
H15 3.35 -0.47 2.58  0.480
H16 1.99 -0.81 2.07  0.475
O7 -1.52 -2.41 1.90  -1.018
H17 -1.60 -2.04 1.04  0.511
H18 -1.96 -3.32 2.10  0.495
O8 -1.81 -1.59 -0.68  -0.972
H19 -1.99 -0.61 -0.46  0.513
H20 -2.47 -1.96 -1.10  0.467
O9 -1.42 2.42 2.20  -0.976
H21 -2.26 2.11 1.81  0.493
H22 -1.26 2.05 3.12  0.481

Results
ΔE to the lowest compared entry with this formula, charge and spin = 8.9 kcal per mole
E = -41490.1964 eV
LUMO level = 0.08 eV
SMILES = CSS.O.O.O.O.O.O.O.O.O

---

Record 2
Below is a molecular structure, C23H19Cl5N4NiO4S, with properties calculated with ωB97M-V with the def2-TZVPD basis set.

Last column: natural (NBO) charge in e.
CARTESIAN COORDINATES (ANGSTROEM)
Ni1 -0.64 -0.88 -0.18  1.107
O1 -0.73 -2.50 0.64  -0.536
N1 -1.69 -2.59 1.52  0.181
N2 -2.36 -1.54 1.61  0.168
O2 -2.07 -0.47 0.86  -0.561
C1 -3.47 -1.43 2.52  0.151
C2 -3.96 -2.57 3.14  -0.230
C3 -5.02 -2.43 4.02  -0.195
C4 -5.58 -1.19 4.25  -0.190
C5 -5.08 -0.07 3.61  -0.194
C6 -4.01 -0.18 2.73  -0.227
H1 -3.51 -3.54 2.95  0.244
H2 -5.41 -3.31 4.52  0.226
H3 -6.41 -1.09 4.94  0.224
H4 -5.52 0.91 3.79  0.227
H5 -3.61 0.68 2.22  0.254
Cl1 6.18 3.60 -5.38  -0.233
C7 3.24 2.94 -2.37  0.039
C8 2.48 0.53 -2.62  0.079
Cl2 3.92 -0.36 -2.77  0.125
C9 1.34 -0.06 -2.28  -0.383
Cl3 1.11 -1.60 -1.52  0.122
C10 0.84 2.30 -2.74  -0.416
O3 -0.58 0.87 -0.91  -0.970
C11 0.37 3.52 -2.54  -0.195
Cl4 -1.29 3.85 -2.19  0.000
C12 3.15 4.25 -2.14  -0.252
Cl5 1.80 5.12 -3.13  0.805
C13 6.67 3.92 -0.56  -0.613
C14 6.37 3.55 -2.01  -0.425
C15 5.59 2.25 -2.15  -0.222
N3 4.23 2.29 -1.56  -0.660
C16 2.31 1.97 -3.14  0.008
S1 -0.14 0.85 -2.40  1.256
N4 2.49 1.80 -4.59  -0.656
C17 3.15 2.48 -5.63  0.704
O4 3.49 1.83 -6.60  -0.605
C18 3.37 3.91 -5.50  -0.328
C19 2.55 4.71 -4.81  -0.178
C20 2.69 6.06 -4.51  -0.248
C21 4.01 6.62 -4.70  -0.241
C22 4.82 5.95 -5.55  -0.183
C23 4.59 4.56 -6.03  -0.100
H6 7.29 4.81 -0.50  0.215
H7 7.20 3.11 -0.05  0.195
H8 5.76 4.14 0.01  0.197
H9 7.30 3.45 -2.57  0.213
H10 5.80 4.36 -2.49  0.229
H11 6.13 1.43 -1.68  0.185
H12 5.48 2.02 -3.21  0.218
H13 4.27 2.78 -0.67  0.379
H14 2.37 0.84 -4.91  0.397
H15 0.74 5.59 -3.79  0.167
H16 1.40 5.75 -1.95  0.054
H17 4.28 7.60 -4.34  0.219
H18 5.72 6.43 -5.91  0.220
H19 4.81 4.39 -7.07  0.233

Results
ΔE to the lowest compared entry with this formula, charge and spin = 186.2 kcal per mole
E = -152778.1120 eV
LUMO level (spin up / spin down) = -1.60 / -1.60 eV

---

Record 3
Below is 2 unconnected molecules or ions with the total composition C3H5Br2NO3 in a non-equilibrium geometry, with properties calculated with ωB97M-V with the def2-TZVPD basis set.

Last column: natural (NBO) charge in e.
CARTESIAN COORDINATES (ANGSTROEM)
O1 -1.15 -0.35 -0.68  -0.531
N1 -1.49 -0.23 0.55  0.315
O2 -1.25 -1.39 1.30  -0.558
C1 -2.02 0.77 1.12  -0.096
Br1 -2.13 0.85 2.98  0.115
H1 -0.37 -1.78 1.19  0.525
H2 -2.45 1.66 0.61  0.256
O3 1.28 -1.20 0.23  -0.575
C2 1.17 -0.81 -0.91  0.455
C3 1.78 0.50 -1.35  -0.469
Br2 1.59 1.88 0.13  -0.057
H3 0.71 -1.33 -1.73  0.145
H4 1.39 0.97 -2.14  0.217
H5 2.92 0.45 -1.30  0.258

Results
ΔE to the lowest compared entry with this formula, charge and spin = 39.8 kcal per mole
E = -150904.7330 eV
LUMO level = 0.06 eV
SMILES = [O-]/[N+](O)=C/Br.O=CCBr

---

Record 4
Below is a single C15H14ClNO5S molecule in a non-equilibrium geometry, with properties calculated with ωB97M-V with the def2-TZVPD basis set.

Last column: natural (NBO) charge in e.
CARTESIAN COORDINATES (ANGSTROEM)
O1 1.73 0.17 1.33  -0.640
C1 1.81 -0.92 2.07  0.788
O2 2.74 -0.99 3.15  -0.687
C2 0.92 -2.23 1.69  -0.466
C3 -0.10 -2.08 2.93  -0.212
N1 -1.31 -2.81 2.65  -0.948
S1 -2.45 -2.29 2.04  2.379
O3 -3.34 -3.31 1.66  -0.923
O4 -2.98 -1.30 3.11  -0.982
C4 -1.80 -1.23 0.71  -0.390
C5 -1.60 -2.00 -0.60  -0.219
C6 -1.33 -1.48 -1.72  -0.189
C7 -0.84 0.05 -1.42  0.348
O5 -0.29 0.50 -2.52  -0.476
C8 0.33 1.87 -2.49  0.141
C9 1.33 1.97 -1.64  -0.191
C10 2.07 3.38 -1.57  -0.153
C11 1.93 4.16 -2.55  -0.243
C12 0.90 4.02 -3.56  -0.174
C13 0.42 2.54 -3.63  0.014
Cl1 -1.00 2.30 -4.74  -0.038
C14 -1.13 0.61 -0.39  -0.361
C15 -1.78 0.16 0.76  -0.109
H1 3.17 -0.13 3.11  0.506
H2 1.81 -2.90 2.00  0.247
H3 0.57 -2.17 0.80  0.227
H4 -0.52 -1.17 3.11  0.235
H5 0.43 -2.49 3.83  0.228
H6 -0.94 -3.84 2.30  0.426
H7 -1.97 -3.14 -0.67  0.231
H8 -0.91 -1.87 -2.50  0.213
H9 1.37 1.31 -0.72  0.264
H10 2.70 3.48 -0.85  0.199
H11 2.58 4.98 -2.58  0.219
H12 0.60 4.49 -4.50  0.245
H13 -1.04 1.83 -0.26  0.228
H14 -2.11 0.52 1.67  0.262

Results
ΔE to the lowest compared entry with this formula, charge and spin = 290.8 kcal per mole
E = -50854.9169 eV
LUMO level = -0.24 eV
SMILES = O=C(O)CCNS(=O)(=O)c1ccc(Oc2ccccc2Cl)cc1